Record 1
Computed, not measured: one molecule with the formula C38H46O9, with ωB97M-V/def2-TZVPD.

2S+1: 1
ΔE to the lowest compared entry with this formula, charge and spin: 15.0 kJ/mol
LUMO energy: -0.001 Ha
max |F|: 1.0 eV/Å
gap between HOMO and LUMO: 7.714 eV
total energy: -58581.1220 eV

Last columns: bonded neighbours and bond lengths (Å).
Element x y z (Å)
1 C -6.55 -2.71 2.26  C2 1.501, H91 1.087, H92 1.090, H93 1.090
2 C -5.53 -1.68 1.87  C1 1.501, C3 1.328, C87 1.501
3 C -5.48 -1.19 0.64  C2 1.328, C4 1.499, H86 1.083
4 C -4.49 -0.20 0.11  C3 1.499, H5 1.092, C6 1.528, H85 1.096
5 H -4.25 0.56 0.86  C4 1.092
6 C -4.99 0.49 -1.16  C4 1.528, H7 1.091, H8 1.092, C9 1.542
7 H -5.89 1.06 -0.94  C6 1.091
8 H -5.23 -0.27 -1.90  C6 1.092
9 C -3.93 1.44 -1.75  C6 1.542, C10 1.501, O18 1.440, C81 1.539
10 C -3.75 2.65 -0.88  C9 1.501, C11 1.328, H80 1.078
11 C -2.56 3.07 -0.47  C10 1.328, C12 1.448, H79 1.077
12 C -1.37 2.29 -0.78  C11 1.448, C13 1.395, C17 1.401
13 C -0.10 2.69 -0.38  C12 1.395, C14 1.414, O77 1.334
14 C 1.00 1.82 -0.57  C13 1.414, C15 1.408, C75 1.445
15 C 0.79 0.56 -1.17  C14 1.408, C16 1.389, O33 1.359
16 C -0.46 0.20 -1.65  C15 1.389, C17 1.402, C19 1.509
17 C -1.54 1.07 -1.44  C12 1.401, C16 1.402, O18 1.340
18 O -2.73 0.66 -1.91  C9 1.440, C17 1.340
19 C -0.70 -1.14 -2.32  C16 1.509, C20 1.502, H31 1.092, H32 1.088
20 C -1.18 -2.14 -1.30  C19 1.502, C21 1.327, H30 1.083
21 C -2.33 -2.80 -1.30  C20 1.327, C22 1.502, C26 1.501
22 C -2.67 -3.75 -0.19  C21 1.502, H23 1.087, H24 1.091, H25 1.090
23 H -1.87 -3.81 0.55  C22 1.087
24 H -3.59 -3.43 0.31  C22 1.091
25 H -2.85 -4.75 -0.59  C22 1.090
26 C -3.37 -2.69 -2.37  C21 1.501, H27 1.086, H28 1.091, H29 1.088
27 H -3.39 -1.70 -2.81  C26 1.086
28 H -3.16 -3.41 -3.17  C26 1.091
29 H -4.35 -2.92 -1.97  C26 1.088
30 H -0.48 -2.30 -0.49  C20 1.083
31 H 0.24 -1.48 -2.76  C19 1.092
32 H -1.43 -1.01 -3.11  C19 1.088
33 O 1.79 -0.34 -1.33  C15 1.359, C34 1.426
34 C 3.00 -0.18 -0.59  O33 1.426, C35 1.499, C40 1.544, C52 1.569
35 C 3.40 1.27 -0.54  C34 1.499, C36 1.333, C75 1.477
36 C 4.60 1.71 -0.92  C35 1.333, C37 1.487, H74 1.081
37 C 5.68 0.82 -1.42  C36 1.487, C38 1.525, H72 1.092, H73 1.096
38 C 5.47 -0.62 -0.96  C37 1.525, H39 1.090, C40 1.528, H71 1.090
39 H 6.18 -1.28 -1.46  C38 1.090
40 C 4.04 -1.09 -1.26  C34 1.544, C38 1.528, H41 1.093, C42 1.551
41 H 3.88 -1.07 -2.34  C40 1.093
42 C 3.69 -2.49 -0.70  C40 1.551, C43 1.530, C47 1.532, O51 1.434
43 C 4.90 -3.38 -0.37  C42 1.530, H44 1.087, H45 1.085, H46 1.086
44 H 4.53 -4.33 0.00  C43 1.087
45 H 5.51 -2.94 0.40  C43 1.085
46 H 5.50 -3.56 -1.26  C43 1.086
47 C 2.77 -3.25 -1.67  C42 1.532, H48 1.087, H49 1.084, H50 1.087
48 H 2.41 -4.15 -1.19  C47 1.087
49 H 1.92 -2.63 -1.93  C47 1.084
50 H 3.31 -3.52 -2.57  C47 1.087
51 O 2.96 -2.26 0.51  C42 1.434, C52 1.409
52 C 2.84 -0.89 0.80  C34 1.569, O51 1.409, C53 1.529, C57 1.544
53 C 3.93 -0.45 1.78  C52 1.529, O54 1.204, O55 1.333
54 O 4.22 0.69 2.04  C53 1.204
55 O 4.50 -1.48 2.40  C53 1.333, H56 0.971
56 H 5.13 -1.17 3.07  O55 0.971
57 C 1.48 -0.72 1.51  C52 1.544, C58 1.489, H69 1.089, H70 1.096
58 C 1.22 0.61 2.14  C57 1.489, C59 1.338, H68 1.083
59 C 0.04 1.15 2.44  C58 1.338, C60 1.478, C64 1.500
60 C -1.28 0.57 2.14  C59 1.478, O61 1.210, O62 1.341
61 O -2.32 1.17 2.26  C60 1.210
62 O -1.27 -0.71 1.73  C60 1.341, H63 0.974
63 H -2.18 -1.00 1.54  O62 0.974
64 C -0.05 2.49 3.12  C59 1.500, H65 1.088, H66 1.089, H67 1.086
65 H -0.71 3.14 2.55  C64 1.088
66 H -0.48 2.38 4.11  C64 1.089
67 H 0.93 2.95 3.20  C64 1.086
68 H 2.10 1.18 2.40  C58 1.083
69 H 0.70 -0.98 0.80  C57 1.089
70 H 1.46 -1.49 2.29  C57 1.096
71 H 5.66 -0.67 0.11  C38 1.090
72 H 6.65 1.18 -1.07  C37 1.092
73 H 5.69 0.87 -2.51  C37 1.096
74 H 4.79 2.77 -0.90  C36 1.081
75 C 2.34 2.24 -0.22  C14 1.445, C35 1.477, O76 1.233
76 O 2.59 3.36 0.23  C75 1.233
77 O 0.07 3.89 0.18  C13 1.334, H78 0.993
78 H 1.04 4.00 0.37  O77 0.993
79 H -2.42 3.95 0.13  C11 1.077
80 H -4.66 3.18 -0.63  C10 1.078
81 C -4.35 1.90 -3.15  C9 1.539, H82 1.086, H83 1.088, H84 1.088
82 H -5.31 2.40 -3.11  C81 1.086
83 H -4.44 1.04 -3.81  C81 1.088
84 H -3.61 2.58 -3.56  C81 1.088
85 H -3.56 -0.72 -0.14  C4 1.096
86 H -6.20 -1.54 -0.08  C3 1.083
87 C -4.57 -1.31 2.97  C2 1.501, H88 1.089, H89 1.092, H90 1.086
88 H -5.09 -1.29 3.92  C87 1.089
89 H -3.78 -2.06 3.05  C87 1.092
90 H -4.12 -0.34 2.80  C87 1.086
91 H -7.16 -3.00 1.41  C1 1.087
92 H -7.20 -2.31 3.04  C1 1.090
93 H -6.06 -3.59 2.67  C1 1.090

Record 2
Computed, not measured: a 10-piece molecular cluster, C50H102N2O18S8 overall at a distorted geometry, with ωB97M-V/def2-TZVPD.

2S+1: 1
structure (SMILES): CC1(C)CCCC(C)(C)N1O.CC1(C)CCCC(C)(C)N1O.O=S1(=O)CCCC1.O=S1(=O)CCCC1.O=S1(=O)CCCC1.O=S1(=O)CCCC1.O=S1(=O)CCCC1.O=S1(=O)CCCC1.O=S1(=O)CCCC1.O=S1(=O)CCCC1
ΔE to the lowest compared entry with this formula, charge and spin: 418.1 kJ/mol
LUMO energy: -0.003 Ha
max |F|: 6.0 eV/Å
gap between HOMO and LUMO: 7.414 eV
total energy: -180007.6752 eV

Last columns: bonded neighbours and bond lengths (Å).
Element x y z (Å)
1 C -0.22 -5.95 0.59  C2 1.567, H12 1.090, H13 1.090, H14 1.090
2 C -1.43 -5.06 0.14  C1 1.567, C3 1.537, C4 1.546, N10 1.468
3 C -1.55 -3.81 1.03  C2 1.537, H15 1.090, H16 1.090, H17 1.090
4 C -1.20 -4.82 -1.37  C2 1.546, C5 1.587, H18 1.090, H19 1.090
5 C -2.47 -4.26 -2.13  C4 1.587, C6 1.530, H20 1.090, H21 1.090
6 C -3.45 -5.44 -2.11  C5 1.530, C7 1.688, H22 1.090, H23 1.090
7 C -3.91 -5.82 -0.54  C6 1.688, C8 1.510, C9 1.573, N10 1.521
8 C -4.89 -4.74 -0.14  C7 1.510, H24 1.090, H25 1.090, H26 1.090
9 C -4.60 -7.23 -0.66  C7 1.573, H27 1.090, H28 1.090, H29 1.090
10 N -2.68 -5.80 0.36  C2 1.468, C7 1.521, O11 1.387
11 O -2.87 -6.24 1.66  N10 1.387, H30 0.960
12 H -0.35 -6.94 0.14  C1 1.090
13 H 0.72 -5.68 0.11  C1 1.090
14 H 0.01 -5.80 1.65  C1 1.090
15 H -0.96 -3.01 0.57  C3 1.090
16 H -2.58 -3.52 1.26  C3 1.090
17 H -0.96 -3.84 1.95  C3 1.090
18 H -0.46 -4.02 -1.35  C4 1.090
19 H -0.95 -5.77 -1.83  C4 1.090
20 H -2.81 -3.26 -1.88  C5 1.090
21 H -2.21 -3.96 -3.15  C5 1.090
22 H -3.21 -6.30 -2.73  C6 1.090
23 H -4.41 -5.04 -2.47  C6 1.090
24 H -5.31 -4.91 0.84  C8 1.090
25 H -5.75 -4.78 -0.81  C8 1.090
26 H -4.46 -3.74 -0.18  C8 1.090
27 H -4.73 -7.84 0.24  C9 1.090
28 H -3.95 -8.03 -1.01  C9 1.090
29 H -5.57 -7.33 -1.15  C9 1.090
30 H -2.29 -7.00 1.58  O11 0.960
31 C 0.68 0.32 1.19  C32 1.505, H42 1.090, H43 1.090, H44 1.090
32 C 0.45 0.53 -0.28  C31 1.505, C33 1.556, C34 1.545, N40 1.610
33 C 1.12 -0.72 -0.93  C32 1.556, H45 1.090, H46 1.090, H47 1.090
34 C -1.07 0.37 -0.51  C32 1.545, C35 1.523, H48 1.090, H49 1.090
35 C -1.75 1.69 -0.19  C34 1.523, C36 1.568, H50 1.090, H51 1.090
36 C -1.17 2.97 -0.89  C35 1.568, C37 1.514, H52 1.090, H53 1.090
37 C 0.31 3.17 -0.68  C36 1.514, C38 1.488, C39 1.592, N40 1.488
38 C 0.70 4.13 -1.75  C37 1.488, H54 1.090, H55 1.090, H56 1.090
39 C 0.41 3.74 0.80  C37 1.592, H57 1.090, H58 1.090, H59 1.090
40 N 1.06 1.90 -0.86  C32 1.610, C37 1.488, O41 1.385
41 O 2.41 1.99 -0.55  N40 1.385, H60 0.960
42 H 1.75 0.27 1.38  C31 1.090
43 H 0.31 1.17 1.78  C31 1.090
44 H 0.15 -0.56 1.53  C31 1.090
45 H 1.11 -0.66 -2.02  C33 1.090
46 H 2.16 -0.82 -0.59  C33 1.090
47 H 0.65 -1.67 -0.69  C33 1.090
48 H -1.28 -0.02 -1.51  C34 1.090
49 H -1.51 -0.44 0.06  C34 1.090
50 H -2.79 1.59 -0.49  C35 1.090
51 H -1.63 1.92 0.87  C35 1.090
52 H -1.67 3.88 -0.55  C36 1.090
53 H -1.32 2.85 -1.97  C36 1.090
54 H 0.81 3.63 -2.72  C38 1.090
55 H 1.70 4.43 -1.45  C38 1.090
56 H 0.08 5.02 -1.90  C38 1.090
57 H 1.20 3.44 1.49  C39 1.090
58 H -0.46 3.57 1.44  C39 1.090
59 H 0.54 4.83 0.78  C39 1.090
60 H 2.71 2.09 -1.46  O41 0.960
61 O -7.18 -1.79 -2.20  S62 1.500
62 S -6.72 -0.44 -2.64  O61 1.500, O63 1.429, C64 1.819, C67 1.819
63 O -7.12 0.78 -2.01  S62 1.429
64 C -4.91 -0.33 -2.79  S62 1.819, C65 1.572, H68 1.090, H69 1.090
65 C -4.57 0.41 -4.14  C64 1.572, C66 1.570, H70 1.090, H71 1.090
66 C -5.57 -0.25 -5.15  C65 1.570, C67 1.540, H72 1.090, H73 1.090
67 C -6.92 -0.15 -4.42  S62 1.819, C66 1.540, H74 1.090, H75 1.090
68 H -4.54 -1.36 -2.85  C64 1.090
69 H -4.48 0.13 -1.90  C64 1.090
70 H -4.72 1.48 -4.06  C65 1.090
71 H -3.50 0.28 -4.33  C65 1.090
72 H -5.43 -1.31 -5.34  C66 1.090
73 H -5.62 0.06 -6.20  C66 1.090
74 H -7.66 -0.91 -4.66  C67 1.090
75 H -7.41 0.82 -4.54  C67 1.090
76 O 5.15 1.79 3.30  S77 1.392
77 S 5.34 1.75 1.92  O76 1.392, O78 1.461, C79 1.888, C82 1.923
78 O 4.90 0.55 1.21  S77 1.461
79 C 4.72 3.30 1.04  S77 1.888, C80 1.554, H83 1.090, H84 1.090
80 C 5.84 4.37 1.17  C79 1.554, C81 1.505, H85 1.090, H86 1.090
81 C 6.99 3.61 0.57  C80 1.505, C82 1.574, H87 1.090, H88 1.090
82 C 7.12 2.31 1.44  S77 1.923, C81 1.574, H89 1.090, H90 1.090
83 H 3.77 3.48 1.53  C79 1.090
84 H 4.47 3.03 0.01  C79 1.090
85 H 5.51 5.30 0.70  C80 1.090
86 H 6.14 4.59 2.19  C80 1.090
87 H 7.85 4.28 0.62  C81 1.090
88 H 6.90 3.36 -0.49  C81 1.090
89 H 7.91 2.19 2.17  C82 1.090
90 H 7.49 1.54 0.76  C82 1.090
91 O 1.74 -3.20 5.53  S92 1.455
92 S 1.75 -1.76 5.33  O91 1.455, O93 1.465, C94 1.948, C97 1.865
93 O 0.62 -1.13 4.63  S92 1.465
94 C 2.02 -0.89 7.05  S92 1.948, C95 1.598, H98 1.090, H99 1.090
95 C 3.59 -0.60 6.99  C94 1.598, C96 1.511, H100 1.090, H101 1.090
96 C 3.97 -0.31 5.56  C95 1.511, C97 1.482, H102 1.090, H103 1.090
97 C 3.37 -1.23 4.57  S92 1.865, C96 1.482, H104 1.090, H105 1.090
98 H 1.74 -1.60 7.82  C94 1.090
99 H 1.43 0.02 7.15  C94 1.090
100 H 4.02 0.13 7.68  C95 1.090
101 H 4.08 -1.52 7.31  C95 1.090
102 H 5.04 -0.10 5.45  C96 1.090
103 H 3.55 0.67 5.35  C96 1.090
104 H 3.99 -2.12 4.52  C97 1.090
105 H 3.16 -1.00 3.52  C97 1.090
106 O 5.76 -5.64 1.79  S107 1.512
107 S 4.51 -5.52 0.95  O106 1.512, O108 1.435, C109 1.895, C112 1.809
108 O 3.80 -6.74 0.69  S107 1.435
109 C 3.44 -4.11 1.61  S107 1.895, C110 1.498, H113 1.090, H114 1.090
110 C 3.16 -3.18 0.47  C109 1.498, C111 1.613, H115 1.090, H116 1.090
111 C 4.54 -3.18 -0.36  C110 1.613, C112 1.587, H117 1.090, H118 1.090
112 C 4.98 -4.68 -0.58  S107 1.809, C111 1.587, H119 1.090, H120 1.090
113 H 4.07 -3.54 2.29  C109 1.090
114 H 2.83 -4.63 2.35  C109 1.090
115 H 2.42 -3.63 -0.19  C110 1.090
116 H 2.89 -2.22 0.91  C110 1.090
117 H 5.40 -2.60 -0.01  C111 1.090
118 H 4.15 -2.68 -1.25  C111 1.090
119 H 5.86 -5.07 -1.10  C112 1.090
120 H 4.16 -5.13 -1.14  C112 1.090
121 O -3.37 3.70 6.80  S122 1.480
122 S -2.68 2.40 6.73  O121 1.480, O123 1.496, C124 1.862, C127 1.963
123 O -1.97 1.83 7.92  S122 1.496
124 C -3.70 1.10 5.87  S122 1.862, C125 1.536, H128 1.090, H129 1.090
125 C -3.43 1.31 4.37  C124 1.536, C126 1.495, H130 1.090, H131 1.090
126 C -1.98 1.56 4.15  C125 1.495, C127 1.572, H132 1.090, H133 1.090
127 C -1.47 2.61 5.20  S122 1.963, C126 1.572, H134 1.090, H135 1.090
128 H -4.72 1.15 6.23  C124 1.090
129 H -3.34 0.14 6.23  C124 1.090
130 H -3.75 0.44 3.78  C125 1.090
131 H -3.98 2.18 4.01  C125 1.090
132 H -1.74 1.96 3.16  C126 1.090
133 H -1.34 0.69 4.29  C126 1.090
134 H -1.69 3.59 4.78  C127 1.090
135 H -0.45 2.56 5.58  C127 1.090
136 O 0.50 -1.41 -4.16  S137 1.421
137 S 1.58 -0.60 -4.58  O136 1.421, O138 1.469, C139 1.872, C142 1.879
138 O 3.02 -0.83 -4.44  S137 1.469
139 C 1.40 -0.24 -6.41  S137 1.872, C140 1.457, H143 1.090, H144 1.090
140 C 1.58 1.20 -6.51  C139 1.457, C141 1.485, H145 1.090, H146 1.090
141 C 0.82 1.83 -5.40  C140 1.485, C142 1.533, H147 1.090, H148 1.090
142 C 1.30 1.19 -4.09  S137 1.879, C141 1.533, H149 1.090, H150 1.090
143 H 0.42 -0.70 -6.45  C139 1.090
144 H 2.02 -0.85 -7.06  C139 1.090
145 H 2.62 1.49 -6.39  C140 1.090
146 H 1.14 1.46 -7.48  C140 1.090
147 H -0.23 1.54 -5.44  C141 1.090
148 H 0.73 2.91 -5.50  C141 1.090
149 H 0.61 1.17 -3.25  C142 1.090
150 H 2.23 1.63 -3.71  C142 1.090
151 O -7.31 3.72 1.43  S152 1.431
152 S -6.84 2.55 2.10  O151 1.431, O153 1.470, C154 1.825, C157 1.916
153 O -6.47 2.57 3.53  S152 1.470
154 C -8.11 1.25 1.98  S152 1.825, C155 1.561, H158 1.090, H159 1.090
155 C -7.67 0.04 1.09  C154 1.561, C156 1.584, H160 1.090, H161 1.090
156 C -6.10 0.19 1.08  C155 1.584, C157 1.510, H162 1.090, H163 1.090
157 C -5.59 1.61 1.00  S152 1.916, C156 1.510, H164 1.090, H165 1.090
158 H -8.94 1.77 1.49  C154 1.090
159 H -8.69 1.04 2.88  C154 1.090
160 H -8.16 -0.83 1.52  C155 1.090
161 H -8.07 0.34 0.12  C155 1.090
162 H -5.66 -0.45 0.30  C156 1.090
163 H -5.66 -0.15 2.01  C156 1.090
164 H -5.64 2.02 -0.01  C157 1.090
165 H -4.60 1.90 1.34  C157 1.090
166 O 4.45 3.69 -2.55  S167 1.422
167 S 4.59 4.82 -3.41  O166 1.422, O168 1.463, C169 1.857, C172 1.795
168 O 3.55 5.16 -4.37  S167 1.463
169 C 5.24 6.32 -2.53  S167 1.857, C170 1.535, H173 1.090, H174 1.090
170 C 6.57 6.72 -3.19  C169 1.535, C171 1.517, H175 1.090, H176 1.090
171 C 6.65 6.10 -4.57  C170 1.517, C172 1.571, H177 1.090, H178 1.090
172 C 6.07 4.64 -4.41  S167 1.795, C171 1.571, H179 1.090, H180 1.090
173 H 5.49 5.89 -1.56  C169 1.090
174 H 4.55 7.16 -2.48  C169 1.090
175 H 6.75 7.78 -3.00  C170 1.090
176 H 7.25 6.08 -2.63  C170 1.090
177 H 7.67 6.05 -4.96  C171 1.090
178 H 5.97 6.59 -5.27  C171 1.090
179 H 6.83 4.20 -3.76  C172 1.090
180 H 5.77 3.93 -5.18  C172 1.090